(1)
Entry from the OMol25 dataset: C10H10N4O5Te4Ti as an isolated structure (ωB97M-V with the def2-TZVPD basis set).

Results
* ⟨S²⟩: 0.77
* charge: -1
* energy relative to the best compared isomer or geometry (same formula, charge and spin): 13.4 kcal per mole
* orbital gap (alpha / beta): 5.77 / 5.35 eV
* LUMO level (alpha / beta): 0.0677 / 0.0532 Eh
* 2S+1: 2

Cartesian coordinates (Å):
Ti1 -1.20289 0.97688 1.96659
O1 3.30362 0.81523 5.75671
C1 2.38353 0.86856 4.99038
C2 2.47654 0.87259 3.47048
O2 3.48646 0.79550 2.80492
C3 1.10343 0.97954 3.03000
C4 0.20072 1.01589 4.09778
O3 -1.07018 1.09724 3.79204
C5 0.89739 0.94307 5.37190
O4 0.46145 0.93791 6.49771
O5 0.61705 1.03350 1.81838
Te1 -1.52537 -1.81048 1.97024
Te2 -3.74505 -0.29621 2.33300
Te3 -3.67766 2.38129 1.58435
Te4 -1.30526 3.67479 1.66638
C6 -1.04172 -1.81295 -4.00297
C7 0.35587 -1.28721 -3.68003
C8 1.02632 -2.13164 -2.59896
C9 0.33058 0.20094 -3.28660
N1 -0.46174 0.47143 -2.10287
C10 -0.07088 0.52024 -0.83327
N2 -1.13014 0.74468 -0.09242
N3 -2.18063 0.84160 -0.94592
N4 -1.78398 0.67782 -2.14659
H1 -0.98845 -2.84511 -4.35111
H2 -1.51720 -1.21004 -4.77861
H3 -1.67975 -1.78869 -3.12042
H4 0.96525 -1.33403 -4.58791
H5 0.44216 -2.12733 -1.67554
H6 2.03162 -1.76641 -2.37617
H7 1.11096 -3.16777 -2.92752
H8 -0.08871 0.79431 -4.09802
H9 1.34357 0.54358 -3.07907
H10 0.93308 0.39127 -0.46687

Atomic forces in eV per Å
-3.878 -0.061 -0.608
0.058 -0.009 0.048
0.021 -0.015 0.200
0.257 0.012 -0.298
0.057 -0.005 0.044
-0.203 -0.035 0.675
0.542 0.003 -0.692
0.753 0.045 2.431
-0.081 0.026 0.323
0.005 0.001 0.034
3.197 -0.158 0.202
-0.131 -0.195 -0.234
-0.264 -1.005 0.524
-0.274 0.935 -0.365
-0.164 0.638 -0.130
0.107 0.092 -0.050
-0.113 0.043 0.223
0.012 0.050 -0.069
0.020 -0.315 -0.338
0.329 0.004 0.180
0.033 -0.052 0.190
-0.141 0.005 -2.288
0.148 -0.184 -0.126
-0.224 0.025 -0.021
0.016 0.005 -0.001
-0.042 -0.026 0.008
-0.040 -0.013 0.025
0.022 0.041 -0.006
0.004 -0.015 0.009
-0.008 -0.019 0.035
-0.004 -0.009 0.022
0.000 0.070 0.058
-0.010 0.081 -0.009
-0.001 0.038 0.006

(2)
Entry from the OMol25 dataset: a 2-piece molecular cluster, C2H3N2O4 overall (ωB97M-V with the def2-TZVPD basis set).

Results
* charge: -1
* energy relative to the best compared isomer or geometry (same formula, charge and spin): 100.9 kcal per mole
* orbital gap: 7.56 eV
* LUMO level: 0.1487 Eh

Cartesian coordinates (Å):
C1 -0.47460 0.20273 1.10963
C2 1.30544 0.02149 -1.15041
N1 2.26923 -0.59480 -1.42157
N2 -1.30282 0.60681 0.17762
O1 3.35320 -1.19577 -1.48144
O2 -0.91226 1.58932 -0.63726
O3 -0.88915 -0.95077 1.78591
O4 -2.33671 -0.12482 -0.00962
H1 0.16189 0.93002 1.63533
H2 0.55641 0.65552 -1.24182
H3 -1.73062 -1.13973 1.23362

Atomic forces in eV per Å
-0.520 -0.365 1.534
6.011 -4.640 -0.838
-0.808 1.137 1.283
1.833 0.624 -0.520
-1.077 0.287 -0.273
-1.085 -0.751 0.755
-0.441 0.900 -0.915
-0.678 0.054 -0.869
-0.096 -0.741 -0.660
-4.125 3.207 -0.158
0.986 0.289 0.660

(3)
Entry from the OMol25 dataset: C18H38N2O8SV as an isolated structure (ωB97M-V with the def2-TZVPD basis set).

Results
* charge: -1
* orbital gap: 3.74 eV
* LUMO level: -0.0246 Eh

Cartesian coordinates (Å):
O1 1.07059 -0.50037 -0.85432
V1 1.64743 -1.02803 0.54582
O2 3.20499 -1.41031 0.37876
S1 0.22289 0.86335 4.33037
O3 -0.92586 1.72969 4.63335
O4 1.06380 1.33823 3.27024
O5 0.94274 0.72432 5.58294
O6 -0.19900 -0.43480 3.78953
C1 0.43077 -7.72060 0.77359
C2 1.70888 -6.92287 0.40318
C3 2.92069 -7.84414 0.18971
C4 2.98031 -8.59048 -1.18605
C5 2.87135 -7.52023 -2.30370
C6 1.58588 -6.65536 -2.16663
N1 1.50285 -6.02987 -0.79179
O7 0.45814 -5.21245 -0.62330
C7 1.81273 -5.44403 -3.12403
C8 0.38744 -7.50591 -2.66093
C9 2.14695 -6.08594 1.61520
H1 0.52194 -8.74239 0.40519
H2 -0.55152 -7.33581 0.49951
H3 0.38427 -7.89896 1.84789
H4 3.87240 -7.32076 0.28144
H5 2.95130 -8.60612 0.96851
H6 2.19746 -9.34676 -1.24321
H7 3.95339 -9.07935 -1.23319
H8 2.99451 -8.13032 -3.19852
H9 3.81435 -6.97451 -2.33573
H10 0.88256 -4.87582 -3.11921
H11 2.62898 -4.77381 -2.85453
H12 1.99070 -5.71816 -4.16387
H13 0.27289 -7.63711 -3.73692
H14 0.25226 -8.48250 -2.19606
H15 -0.52817 -6.96426 -2.42349
H16 3.12080 -5.60277 1.53611
H17 2.42150 -6.84526 2.34742
H18 1.28494 -5.45172 1.82213
H19 -0.28058 -5.81990 -0.54034
C10 -4.30836 5.96261 -0.60606
C11 -2.85056 6.24753 -0.26989
C12 -2.43850 7.03431 -1.57342
C13 -1.05137 7.71662 -1.43023
C14 -1.02902 8.64331 -0.21428
C15 -1.36145 7.78431 1.07290
N2 -2.66333 7.01853 0.93466
O8 -2.99553 6.37513 2.14806
C16 -0.18820 6.85551 1.40603
C17 -1.49771 9.03863 2.00344
C18 -2.22897 4.80714 -0.30973
H20 -4.48093 5.41252 -1.53112
H21 -4.97060 6.82772 -0.57257
H22 -4.67782 5.33157 0.20227
H23 -2.34471 6.47153 -2.50219
H24 -3.27874 7.70379 -1.75756
H25 -0.78343 8.18394 -2.37781
H26 -0.27434 6.96777 -1.27676
H27 -1.90811 9.25621 -0.41341
H28 -0.14179 9.27569 -0.24631
H29 0.37824 7.18139 2.27840
H30 -0.45144 5.80624 1.53958
H31 0.62114 7.00162 0.69067
H32 -1.85482 8.63582 2.95123
H33 -0.50686 9.45704 2.18020
H34 -2.32071 9.69045 1.71035
H35 -1.14193 4.87717 -0.34909
H36 -2.51594 4.14865 -1.12959
H37 -2.43952 4.42805 0.69029
H38 -2.31225 5.71524 2.28685

Atomic forces in eV per Å
0.538 -0.727 1.674
1.111 1.097 -0.613
-2.179 0.370 0.323
-2.581 0.302 4.041
-0.174 0.049 -1.340
2.687 1.739 -3.533
1.292 -0.678 0.314
-0.700 -2.185 -0.948
0.625 -0.964 0.390
0.652 0.522 -0.442
-0.044 -1.359 -1.455
-0.036 1.609 1.023
0.404 -1.513 1.172
1.571 0.327 -1.413
3.540 -2.786 -0.384
-1.591 0.978 0.055
-1.068 -0.073 -0.037
-0.958 0.714 0.698
-0.365 -0.586 -0.393
-0.212 0.007 -0.519
0.155 0.235 -0.212
0.030 0.392 0.176
-0.191 0.472 0.009
-0.256 0.061 0.294
-0.051 -0.008 -0.166
-0.065 -0.206 -0.152
-1.020 0.441 -0.692
-0.207 0.672 0.498
0.072 0.331 -0.071
-0.046 -0.260 0.493
-0.057 -0.480 0.018
0.748 0.082 -0.097
0.427 -0.020 0.133
-0.268 0.164 0.196
-0.418 0.687 -0.757
-0.882 0.167 0.717
0.528 0.262 0.869
-1.021 0.220 0.091
-1.345 -0.304 1.906
-0.351 -1.866 -3.714
1.586 0.753 1.130
-0.280 -0.164 -0.035
-1.796 -2.002 -2.055
0.243 2.066 -0.845
0.854 2.286 -0.325
-0.050 0.298 -0.843
0.823 0.843 0.537
-0.928 -2.600 1.776
1.266 1.304 1.255
0.432 0.157 -0.060
0.242 0.341 -0.174
-0.323 -0.276 0.014
-0.416 -0.927 0.448
0.397 0.723 -0.011
-0.033 0.407 0.012
-0.080 -0.423 -0.140
0.075 0.543 0.429
0.088 -0.255 0.866
-0.542 -0.088 0.661
0.197 0.110 -0.174
-0.274 -0.636 -0.617
0.188 0.171 0.530
-0.292 0.391 -0.276
0.563 0.250 -0.452
0.168 -0.032 -0.109
-0.505 0.246 0.261
-0.196 -0.879 -0.292
0.298 -0.490 0.337

(4)
Entry from the OMol25 dataset: C3H6N6 as an isolated structure (ωB97M-V with the def2-TZVPD basis set).

Results
* energy relative to the best compared isomer or geometry (same formula, charge and spin): 278.6 kcal per mole
* orbital gap: 8.72 eV
* LUMO level: -0.0194 Eh

Cartesian coordinates (Å):
C1 -2.01653 -0.52534 1.21968
C2 -2.12979 0.00899 -0.22540
C3 0.69541 0.88366 -0.10180
H1 -2.00225 -2.13221 1.31041
H2 -0.83556 0.16290 1.62171
H3 -3.36772 -0.28323 1.57241
H4 -3.12108 -0.08027 -0.54171
H5 1.17122 -1.88459 -1.06482
H6 -0.41059 2.25344 -0.26891
N1 -1.17921 0.13365 -1.17389
N2 0.16882 -0.17795 -0.86006
N3 0.71555 -1.41433 -0.30399
N4 2.11104 -0.86096 0.33823
N5 1.99576 0.26999 0.58418
N6 0.36968 2.01533 0.27496

Atomic forces in eV per Å
-0.652 -0.376 -0.064
4.352 -3.084 -0.558
2.791 -2.492 1.917
0.333 4.855 -0.405
-4.234 -2.558 -0.231
4.830 -0.463 -0.042
-1.402 1.070 -1.183
-0.249 -0.442 -0.869
-1.846 1.067 -0.720
-3.305 -0.844 2.085
1.277 1.421 1.200
0.560 1.225 0.281
-1.881 -3.452 -0.296
-1.302 3.792 -1.005
0.726 0.283 -0.109

Number 1: E_tot -79021.1507 eV. Number 2: E_tot -13287.7616 eV. Number 3: E_tot -75157.3876 eV. Number 4: E_tot -12138.6143 eV.